No. 1
This record from the Open Molecules 2025 dataset describes a structure of composition C25H29F10N4O5Sc. The level of theory is the ωB97M-V functional and the def2-TZVPD basis.

```
74
Properties=species:S:1:pos:R:3:forces:R:3
Sc -0.1626 0.2549 -0.0341 0.1 0.8 0.0
C -0.9267 -2.0709 2.0839 0.0 0.0 0.1
O -0.3923 -0.7333 2.0821 0.0 -0.1 -0.1
C -0.1596 -0.2437 3.3996 0.0 0.1 0.0
C 0.9059 -1.0391 4.1254 0.0 0.0 0.0
O 2.0841 -0.9856 3.3608 0.0 -0.1 0.1
C 2.9514 -2.0860 3.5235 0.0 0.0 0.0
C 4.1187 -1.9038 2.5701 0.0 0.0 0.0
O 3.7397 -1.6736 1.2341 0.0 0.0 0.0
C 3.1158 -2.7840 0.6107 0.0 0.0 0.0
H -0.1248 -2.7949 2.2378 0.0 0.0 0.0
H -1.6658 -2.1568 2.8841 0.0 0.0 0.0
H -1.3929 -2.2638 1.1232 0.0 0.0 0.0
H 0.1395 0.7972 3.2921 0.0 0.0 0.0
H -1.0957 -0.2744 3.9670 0.0 0.0 0.0
H 1.0567 -0.6084 5.1237 0.0 0.0 0.0
H 0.5786 -2.0757 4.2628 0.0 0.0 0.0
H 3.3399 -2.1385 4.5491 0.0 0.0 0.0
H 2.4127 -3.0214 3.3237 0.0 0.0 0.0
H 4.6933 -1.0270 2.8726 0.0 0.0 0.0
H 4.7698 -2.7857 2.6434 0.0 0.0 0.0
H 3.7687 -3.6638 0.6456 0.0 0.0 0.0
H 2.1564 -3.0249 1.0784 0.0 0.0 0.0
H 2.9215 -2.5138 -0.4245 0.0 0.0 0.0
C 2.5013 1.4464 1.7372 0.0 0.0 0.0
N 1.6047 1.7377 0.6008 -0.1 -0.1 -0.1
C 0.9633 3.0554 0.8473 0.0 0.0 0.0
C -0.3792 3.2753 0.1642 0.0 0.0 0.0
N -1.2065 2.0984 0.3862 0.0 -0.1 0.0
C -2.5542 2.1812 0.2106 0.0 0.0 0.0
C -3.2825 0.9903 0.3615 0.0 0.0 0.0
F -2.5385 -0.1259 0.6236 -0.1 -0.1 0.0
C -4.6389 0.8521 0.2124 0.0 0.0 0.0
F -5.2177 -0.3403 0.3686 0.0 0.0 0.0
C -5.3954 1.9655 -0.1110 0.0 0.0 0.0
F -6.7215 1.8769 -0.2523 0.0 0.0 0.0
C -4.7383 3.1670 -0.2881 0.0 0.0 0.0
F -5.4427 4.2517 -0.6141 0.0 0.0 0.0
C -3.3643 3.2756 -0.1381 0.0 0.0 0.0
F -2.8333 4.4940 -0.3625 0.0 0.0 0.0
C 2.4809 1.7345 -0.5966 0.0 0.0 0.0
C 1.7467 1.9132 -1.9026 0.0 0.0 0.0
N 0.5810 1.0486 -1.8971 0.0 -0.1 0.1
C -0.0135 0.7299 -3.0787 0.0 0.0 0.0
C -1.2622 0.0989 -3.0219 0.0 0.0 0.0
F -1.7905 -0.0692 -1.7665 0.0 0.0 0.0
C -2.0042 -0.3414 -4.0896 0.0 0.0 0.0
F -3.1769 -0.9491 -3.8839 0.0 0.0 0.0
C -1.5217 -0.1385 -5.3682 0.0 0.0 0.0
F -2.2031 -0.5553 -6.4394 0.0 0.0 0.0
C -0.3070 0.5092 -5.5010 0.0 0.0 0.0
F 0.1844 0.7217 -6.7218 0.0 0.0 -0.1
C 0.4235 0.9300 -4.4028 0.0 0.0 0.0
F 1.5943 1.5370 -4.6740 0.0 0.0 0.0
H 3.2750 2.2211 1.8050 0.0 0.0 0.0
H 1.9476 1.4354 2.6702 0.0 0.0 0.0
H 2.9695 0.4748 1.5984 0.0 0.1 0.0
H 0.7784 3.1026 1.9219 0.0 0.0 0.0
H 1.6669 3.8589 0.5967 0.0 0.0 0.0
H -0.8059 4.1692 0.6231 0.0 0.0 0.0
H -0.2608 3.4914 -0.9021 0.0 0.0 0.0
H 3.2506 2.5084 -0.4808 0.0 0.0 0.0
H 2.9809 0.7631 -0.6064 0.0 0.0 0.0
H 1.4695 2.9652 -2.0515 0.0 0.0 0.0
H 2.4593 1.6671 -2.6882 0.0 0.0 0.0
N -2.0969 -3.0662 -0.9854 0.0 0.0 0.0
C -0.8652 -3.4498 -1.6666 0.0 0.0 0.0
C 0.2722 -2.4382 -1.5437 0.1 0.0 0.2
O 1.2064 -2.4829 -2.3145 0.0 0.0 0.0
O 0.1951 -1.6058 -0.5333 0.0 -0.3 -0.2
H -2.7508 -3.8384 -0.9943 0.0 0.0 0.0
H -2.5522 -2.2978 -1.4630 0.0 0.0 0.0
H -0.9712 -3.6714 -2.7320 0.0 0.0 0.0
H -0.4888 -4.3602 -1.1906 0.0 0.0 0.0
```
Positions in Å, forces in eV/Å.

* LUMO level: 0.00704 hartree
* DFT total energy: -3324.68632 Eh
* HOMO: -7.392 eV
* HOMO-LUMO gap: 7.6 eV
* charge: 0

No. 2
This record from the Open Molecules 2025 dataset describes a cluster of 2 separate species, C25H29FNO3 in total. The level of theory is the ωB97M-V functional and the def2-TZVPD basis.

```
59
Properties=species:S:1:pos:R:3:forces:R:3
O 3.0937 -7.5981 0.0933 -0.3 0.4 0.1
C 2.5310 -6.5587 0.0909 0.1 -0.4 0.0
F 1.3238 -6.4177 0.7136 0.2 -0.1 -0.1
C 2.9536 -5.2852 -0.5912 -0.1 0.1 0.1
C 2.5474 -4.0303 0.1450 0.0 0.0 -0.1
C 3.4742 -3.4023 0.9717 -0.1 0.2 0.0
C 3.1485 -2.2529 1.6824 0.0 -0.1 -0.1
C 1.8734 -1.7213 1.5921 0.0 0.0 -0.1
C 0.9283 -2.3517 0.7938 0.1 0.0 -0.1
C 1.2585 -3.4978 0.0625 0.1 0.1 0.2
C 0.1683 -4.1161 -0.7555 0.0 0.1 0.1
O 0.3642 -4.6460 -1.8217 0.0 -0.3 -0.1
C -1.1905 -4.0066 -0.1569 -0.1 0.0 0.1
C -2.1254 -5.0203 -0.3171 0.0 0.2 0.0
C -3.3693 -4.8941 0.2852 0.1 0.1 0.0
C -3.6868 -3.7515 1.0133 0.0 -0.1 0.0
C -2.7677 -2.7224 1.1480 0.1 0.0 -0.2
C -1.5102 -2.8582 0.5720 -0.1 -0.2 -0.1
C -0.4641 -1.8209 0.7172 0.1 -0.1 0.1
O -0.7090 -0.6332 0.7919 -0.1 0.2 0.2
H 2.4953 -5.3123 -1.5788 0.0 0.0 0.0
H 4.0307 -5.3233 -0.7184 0.1 -0.1 0.0
H 4.4700 -3.8152 1.0586 0.0 0.0 0.0
H 3.8928 -1.7869 2.3126 0.0 0.0 0.0
H 1.6013 -0.8349 2.1466 -0.1 0.0 0.0
H -1.8578 -5.8912 -0.8973 0.0 -0.1 0.0
H -4.0912 -5.6914 0.1847 -0.1 0.0 0.0
H -4.6597 -3.6727 1.4768 0.0 0.0 0.0
H -3.0038 -1.8241 1.6998 0.0 0.0 0.0
C 2.0600 1.7836 0.4507 -0.1 0.0 -0.1
C 1.0505 1.5811 -0.6830 0.1 0.0 0.0
C 0.6162 2.8211 -1.4517 0.0 -0.1 0.0
N -0.5641 3.5847 -0.8848 0.0 0.0 -0.1
C -0.7208 4.8337 -1.7229 0.0 0.0 0.0
C -1.7387 5.8143 -1.1719 0.0 0.0 0.1
C -1.4038 6.1880 0.2667 0.0 0.0 0.0
C -1.3294 4.9259 1.1166 0.0 0.1 -0.1
C -0.3203 3.9363 0.5577 -0.1 0.1 0.1
C -1.7881 2.7387 -1.0118 0.0 0.0 0.1
H 1.6089 2.1446 1.3738 0.0 0.0 0.0
H 2.5170 0.8219 0.6746 0.1 0.0 0.0
H 2.8598 2.4715 0.1696 0.0 0.0 0.0
H 0.1926 1.0144 -0.3229 0.1 0.0 0.0
H 1.5251 0.9358 -1.4248 0.0 0.0 -0.1
H 0.3006 2.5466 -2.4582 0.0 0.0 0.0
H 1.4383 3.5317 -1.5377 0.0 0.1 0.0
H 0.2643 5.2987 -1.7602 0.0 0.0 0.0
H -0.9833 4.4969 -2.7248 0.1 0.0 0.0
H -1.7294 6.6964 -1.8125 0.0 0.0 -0.1
H -2.7486 5.4025 -1.2338 0.0 0.0 0.0
H -2.1476 6.8756 0.6661 0.0 0.0 0.0
H -0.4412 6.7080 0.2963 0.0 0.0 0.0
H -2.3166 4.4638 1.1926 0.0 0.0 0.0
H -1.0255 5.1640 2.1360 0.0 -0.1 0.0
H -0.3499 3.0015 1.1121 0.1 0.0 0.0
H 0.6890 4.3460 0.6063 0.0 0.0 0.0
H -1.6646 1.8394 -0.4151 0.0 0.0 0.0
H -1.9194 2.4782 -2.0587 0.0 0.0 0.0
H -2.6506 3.2927 -0.6591 0.0 0.0 0.0
```
Positions in Å, forces in eV/Å.

* LUMO level: -0.10926 hartree
* DFT total energy: -1350.20361 Eh
* HOMO: -11.799 eV
* HOMO-LUMO gap: 8.8 eV
* charge: +1

No. 3
This record from the Open Molecules 2025 dataset describes a structure of composition C25H29GeN3O3RuS at a distorted geometry. The level of theory is the ωB97M-V functional and the def2-TZVPD basis.

```
63
Properties=species:S:1:pos:R:3:forces:R:3
Ru -0.8279 1.0123 1.4591 -0.9 1.2 1.8
N -1.8075 2.2891 3.3296 -1.1 -1.0 0.3
C -1.3788 3.5813 3.8977 0.3 0.0 -0.2
C -0.8468 4.4695 2.7761 0.0 0.1 0.0
C 0.3776 3.8657 2.1133 0.4 0.1 -0.1
O 1.4828 4.3292 2.2453 -0.3 0.0 0.1
O 0.1739 2.7775 1.3680 -0.3 -0.4 -0.1
H -2.7918 2.3574 3.0586 0.2 0.3 -0.4
H -1.9129 1.5433 4.0297 0.6 0.6 0.2
H -0.5928 3.3950 4.6295 0.0 0.0 0.0
H -2.2111 4.0692 4.4053 0.0 0.0 0.0
H -0.5525 5.4374 3.1773 0.0 0.0 0.0
H -1.6345 4.6279 2.0346 0.0 0.0 0.0
O -0.6073 -0.4198 0.3279 0.6 0.6 -0.5
C 2.9388 -3.7767 0.2671 0.0 0.0 0.0
C 2.1292 -3.6754 -0.8566 -0.1 0.0 0.0
C 1.5252 -2.4649 -1.1727 0.0 0.0 0.1
C 1.7328 -1.3420 -0.3724 0.5 0.0 -0.4
C 2.5492 -1.4541 0.7531 0.0 -0.1 0.0
C 3.1475 -2.6660 1.0743 -0.1 0.0 0.0
Ge 0.8627 0.3406 -0.8060 -0.4 -1.9 -0.9
C 2.1407 1.7702 -0.9559 -0.2 0.3 0.6
C 1.7520 3.0804 -1.2318 0.0 0.0 -0.1
C 2.7107 4.0650 -1.3901 0.0 0.0 0.0
C 4.0582 3.7463 -1.2691 0.0 0.0 0.0
C 4.4503 2.4439 -1.0003 0.0 0.0 0.0
C 3.4930 1.4516 -0.8361 0.0 0.1 0.0
C -0.3265 0.2857 -2.3372 0.4 0.1 -0.3
C -1.7023 0.4912 -2.3012 0.0 0.0 0.0
C -2.4553 0.4503 -3.4667 0.0 0.0 0.0
C -1.8379 0.1936 -4.6839 0.0 0.0 0.0
C -0.4673 -0.0133 -4.7349 0.0 0.0 0.0
C 0.2854 0.0392 -3.5689 -0.2 0.1 -0.1
H 3.4118 -4.7190 0.5108 0.0 0.0 0.0
H 1.9700 -4.5395 -1.4894 0.0 0.0 0.0
H 0.8884 -2.3973 -2.0480 0.0 0.0 0.0
H 2.7296 -0.5913 1.3870 0.0 0.0 0.0
H 3.7827 -2.7412 1.9474 0.0 0.0 0.0
H 0.7032 3.3311 -1.3289 0.0 0.0 0.0
H 2.4109 5.0823 -1.6027 0.0 0.0 0.0
H 4.8054 4.5199 -1.3875 0.0 0.0 0.0
H 5.4998 2.1969 -0.9122 0.0 0.0 0.0
H 3.8067 0.4375 -0.6279 0.0 0.0 0.0
H -2.2028 0.6838 -1.3589 0.0 0.0 0.0
H -3.5239 0.6186 -3.4275 0.0 0.0 0.0
H -2.4242 0.1601 -5.5927 0.0 0.0 0.0
H 0.0190 -0.2084 -5.6817 0.0 0.0 0.0
H 1.3590 -0.1098 -3.6287 0.0 0.0 0.0
S -2.6888 -0.4235 2.6942 0.1 0.0 -0.2
C -2.5767 -1.9048 1.7991 0.1 0.1 0.1
N -3.3824 -2.1177 0.7701 0.1 0.0 -0.1
C -3.2399 -3.2618 -0.1329 0.0 0.0 0.0
C -2.6790 -4.4382 0.6460 0.0 0.0 0.0
C -1.4103 -4.0173 1.3660 0.0 0.0 0.0
N -1.6950 -2.8226 2.1628 0.0 0.0 -0.2
H -3.9953 -1.3593 0.5196 0.0 0.0 0.0
H -2.5737 -2.9864 -0.9545 0.0 0.0 0.0
H -4.2195 -3.4899 -0.5483 0.0 0.0 0.0
H -2.4657 -5.2632 -0.0318 0.0 0.0 0.0
H -3.4167 -4.7801 1.3741 0.0 0.0 0.0
H -0.6119 -3.7880 0.6544 0.0 0.0 0.0
H -1.0558 -4.7966 2.0377 0.0 0.0 0.0
H -1.0813 -2.5749 2.9217 0.0 0.0 0.0
```
Positions in Å, forces in eV/Å.

* spin multiplicity: 6
* LUMO level (alpha / beta): -0.09394 / -0.19528 hartree
* DFT total energy: -3929.75203 Eh
* HOMO (alpha / beta): -10.913 / -11.583 eV
* HOMO-LUMO gap (alpha / beta): 8.4 / 6.3 eV
* <S²>: 8.773
* charge: +1

Which value of charge does entry 3 give? +1

Which of these has the highest DFT total energy? C25H29FNO3

Among the records above, which one has the lowest DFT total energy? C25H29GeN3O3RuS

Among the records above, which one has the highest DFT total energy? C25H29FNO3